A structure of composition C28H38Cl2N3OSiTi in a non-equilibrium geometry, computed with ωB97M-V with the def2-TZVPD basis set.

CARTESIAN COORDINATES (ANGSTROEM)
Ti: -0.508 -0.225 -0.294
N: -0.206 0.507 1.745
C: 0.341 -0.335 2.836
C: -0.741 -1.154 3.524
C: -1.674 -1.957 2.608
C: -0.976 -2.853 1.578
N: -1.143 -2.324 0.194
H: 0.479 1.219 1.502
H: -1.020 1.023 2.078
H: 0.833 0.283 3.588
H: 1.098 -0.984 2.399
H: -1.362 -0.489 4.131
H: -0.241 -1.833 4.217
H: -2.345 -1.274 2.078
H: -2.309 -2.566 3.251
H: -1.374 -3.864 1.631
H: 0.094 -2.917 1.777
H: -2.112 -2.478 -0.082
H: -0.580 -2.892 -0.435
C: -2.121 2.428 -3.896
C: -2.190 3.343 -2.668
C: -0.888 4.153 -2.544
C: -3.345 4.342 -2.845
Si: -2.398 2.345 -1.088
O: -1.066 1.464 -0.688
C: -2.760 3.483 0.353
C: -4.024 4.042 0.560
C: -4.256 4.920 1.610
C: -3.224 5.256 2.478
C: -1.962 4.708 2.297
C: -1.736 3.832 1.241
C: -3.796 1.071 -1.143
C: -5.002 1.199 -1.837
C: -6.027 0.270 -1.684
C: -5.875 -0.805 -0.821
C: -4.685 -0.963 -0.123
C: -3.669 -0.036 -0.297
H: -1.965 3.026 -4.799
H: -3.041 1.853 -4.028
H: -1.292 1.720 -3.817
H: -0.654 4.635 -3.499
H: -0.037 3.528 -2.265
H: -0.986 4.936 -1.787
H: -3.156 4.966 -3.725
H: -3.438 5.006 -1.984
H: -4.308 3.850 -2.997
H: -4.844 3.785 -0.103
H: -5.240 5.348 1.751
H: -3.401 5.952 3.288
H: -1.155 4.974 2.968
H: -0.738 3.434 1.080
H: -5.153 2.032 -2.512
H: -6.951 0.392 -2.236
H: -6.685 -1.511 -0.682
H: -4.570 -1.795 0.563
H: -2.744 -0.146 0.268
N: 1.302 -0.960 -0.208
C: 2.472 -0.836 -0.165
C: 3.855 -0.585 -0.125
C: 4.469 -0.241 1.094
C: 5.819 0.047 1.125
C: 6.580 -0.006 -0.038
C: 5.979 -0.356 -1.243
C: 4.630 -0.645 -1.297
H: 3.875 -0.204 1.999
H: 6.286 0.316 2.063
H: 7.637 0.222 -0.005
H: 6.570 -0.396 -2.148
H: 4.162 -0.915 -2.235
Cl: -0.814 -0.954 -2.645
C: 0.694 -0.327 -3.440
Cl: 1.337 1.053 -2.571
H: 0.421 -0.028 -4.444
H: 1.414 -1.135 -3.436

Values from the calculation:
* multiplicity: 3
* molecular weight: 579.49 g/mol
* <S²>: 2.028
* energy relative to the best compared isomer or geometry (same formula, charge and spin): 0.782 eV
* HOMO (alpha / beta): -8.25 / -11.19 eV
* lowest unoccupied orbital energy (alpha / beta): -2.518 / -2.513 eV
* total charge: +1